(1)
{
  "formula": "C4H13N2OP",
  "method": "the ωB97M-V functional and the def2-TZVPD basis",
  "species": ["P", "O", "N", "N", "C", "C", "C", "C", "H", "H", "H", "H", "H", "H", "H", "H", "H", "H", "H", "H", "H"],
  "positions_angstrom": [[3.21, -0.08, 0.23], [2.80, 0.53, -1.21], [0.39, -0.47, 1.71], [-0.63, -0.29, 0.96], [-1.07, -1.22, -0.07], [-0.16, 1.92, 0.08], [-0.02, -1.74, -1.08], [-1.13, 1.08, 0.87], [0.71, 2.06, 0.64], [0.32, -0.79, -1.53], [-1.48, -2.03, 0.48], [-0.60, -2.55, -1.56], [-2.12, 0.97, 0.51], [4.01, 1.00, 0.68], [0.07, 1.45, -0.85], [3.15, -0.03, -1.94], [0.67, -2.29, -0.48], [-0.49, 3.00, -0.01], [0.97, -1.31, 1.49], [-1.95, -0.75, -0.58], [-1.26, 1.50, 1.91]],
  "nbo_charge": [0.579, -1.009, -0.497, -0.168, -0.228, -0.622, -0.647, -0.214, 0.225, 0.230, 0.190, 0.228, 0.190, -0.113, 0.206, 0.501, 0.210, 0.212, 0.324, 0.195, 0.207],
  "energy_ha": -686.15601,
  "homo_ev": [-6.50, -7.69],
  "relative_energy_ev": 4.928,
  "lumo_energy_ev": [-0.25, 0.73],
  "total_charge": 0,
  "orbital_gap_ev": [6.244, 8.413]
}

---

(2)
{
  "formula": "C4H13N2OP",
  "method": "the ωB97M-V functional and the def2-TZVPD basis",
  "species": ["P", "O", "N", "N", "C", "C", "C", "C", "H", "H", "H", "H", "H", "H", "H", "H", "H", "H", "H", "H", "H"],
  "positions_angstrom": [[0.37, 0.53, -0.24], [0.68, -2.84, -0.88], [-1.04, 0.60, -1.28], [0.31, -1.04, 0.47], [0.65, 1.39, 2.47], [1.25, -2.05, 0.19], [-0.32, 1.47, 1.22], [-1.09, 0.23, -2.69], [-0.44, 2.53, 0.98], [-1.87, 1.04, -3.18], [-1.21, 1.13, 1.58], [-0.54, -1.30, 0.92], [0.15, 1.98, 3.31], [-0.06, 0.17, -3.19], [-1.85, 1.18, -0.96], [0.77, 0.30, 2.62], [1.68, 1.98, 2.17], [0.17, -2.31, -1.44], [2.20, -1.55, -0.32], [1.71, -2.64, 1.05], [-1.54, -0.81, -2.80]],
  "nbo_charge": [1.129, -0.751, -0.986, -0.974, -0.613, 0.090, -0.720, -0.415, 0.219, 0.199, 0.203, 0.386, 0.216, 0.206, 0.392, 0.222, 0.208, 0.466, 0.159, 0.187, 0.176],
  "energy_ha": -686.25321,
  "homo_ev": -8.49,
  "relative_energy_ev": 2.283,
  "lumo_energy_ev": 0.95,
  "total_charge": 0,
  "smiles": "CCP(NC)NCO",
  "orbital_gap_ev": 9.437
}

---

(3)
{
  "formula": "C4H13N2OPS",
  "method": "the ωB97M-V functional and the def2-TZVPD basis",
  "species": ["S", "P", "O", "N", "N", "C", "C", "C", "C", "H", "H", "H", "H", "H", "H", "H", "H", "H", "H", "H", "H", "H"],
  "positions_angstrom": [[0.41, -2.15, 1.97], [-0.42, -1.27, 0.48], [-1.56, 0.59, 0.85], [0.52, -0.75, -0.80], [-1.68, -2.15, -0.25], [-0.11, -0.15, -1.98], [1.95, -0.64, -0.85], [0.12, 1.86, 2.01], [-0.81, 1.70, 0.83], [-2.64, -1.76, -0.06], [-1.51, -3.21, -0.22], [-1.43, 2.58, 0.83], [-1.10, -0.49, -1.87], [2.52, -1.18, 0.01], [0.10, 0.83, -2.20], [0.22, -0.67, -2.93], [-0.19, 2.01, -0.03], [0.57, 2.81, 1.92], [2.24, 0.48, -0.92], [0.97, 1.11, 2.04], [2.31, -1.32, -1.64], [-0.49, 1.76, 2.83]],
  "nbo_charge": [-0.483, 1.724, -0.737, -0.794, -1.226, -0.401, -0.426, -0.621, -0.061, 0.437, 0.433, 0.172, 0.232, 0.239, 0.201, 0.185, 0.123, 0.198, 0.202, 0.193, 0.204, 0.205],
  "energy_ha": -1084.44783,
  "homo_ev": -9.08,
  "relative_energy_ev": 2.325,
  "lumo_energy_ev": 0.18,
  "total_charge": 0,
  "orbital_gap_ev": 9.257
}

---

(4)
{
  "formula": "C4H13N2OS",
  "method": "the ωB97M-V functional and the def2-TZVPD basis",
  "species": ["S", "O", "N", "N", "C", "C", "C", "C", "H", "H", "H", "H", "H", "H", "H", "H", "H", "H", "H", "H", "H"],
  "positions_angstrom": [[-0.70, -1.19, -0.10], [1.06, 0.62, -1.89], [1.15, -1.58, 3.60], [-1.05, 1.81, -1.95], [-0.70, 2.77, -0.88], [0.12, -0.70, 1.46], [0.09, 1.29, -2.64], [0.51, -1.95, 2.29], [-0.11, 2.20, -0.19], [-1.69, 1.07, -1.59], [1.04, -0.12, 1.23], [2.09, -1.31, 3.39], [-0.18, 3.60, -1.33], [-0.56, -0.06, 2.03], [-0.38, -2.57, 2.52], [0.60, -0.04, -1.27], [-0.33, 0.73, -3.47], [-1.58, 3.22, -0.38], [1.17, -2.30, 4.33], [0.61, 2.19, -3.07], [1.17, -2.60, 1.63]],
  "nbo_charge": [-0.674, -0.812, -0.866, -0.674, -0.420, -0.523, 0.103, -0.226, 0.197, 0.387, 0.177, 0.340, 0.173, 0.188, 0.182, 0.490, 0.139, 0.179, 0.344, 0.129, 0.166],
  "energy_ha": -743.15961,
  "homo_ev": -3.07,
  "relative_energy_ev": 0.530,
  "lumo_energy_ev": 3.94,
  "total_charge": -1,
  "orbital_gap_ev": 7.015
}

---

(5)
{
  "formula": "C4H13N2OS",
  "method": "the ωB97M-V functional and the def2-TZVPD basis",
  "species": ["S", "O", "N", "N", "C", "C", "C", "C", "H", "H", "H", "H", "H", "H", "H", "H", "H", "H", "H", "H", "H"],
  "positions_angstrom": [[2.48, 0.49, -1.90], [-3.19, -0.72, -1.01], [-0.21, -0.12, -0.56], [-1.09, 0.70, 1.91], [2.28, 0.73, -0.06], [-0.07, -1.40, -1.18], [0.29, 1.06, 1.61], [0.82, 0.17, 0.50], [0.80, -2.01, -0.92], [-0.13, 0.58, -1.39], [-2.67, -0.65, -0.18], [-2.60, -0.74, -1.73], [-1.60, 0.88, 1.04], [0.96, 1.22, 2.47], [1.08, -0.80, 0.94], [-0.05, -1.29, -2.27], [2.17, 2.00, 0.03], [-0.98, -1.99, -0.87], [0.05, 2.12, 1.07], [2.88, 0.11, 0.50], [-1.22, -0.35, 2.00]],
  "nbo_charge": [-0.718, -0.959, -0.718, -0.849, -0.525, -0.416, -0.219, -0.077, 0.199, 0.396, 0.484, 0.474, 0.363, 0.198, 0.161, 0.206, 0.180, 0.145, 0.168, 0.176, 0.329],
  "energy_ha": -743.09981,
  "homo_ev": -2.73,
  "relative_energy_ev": 2.157,
  "lumo_energy_ev": 3.78,
  "total_charge": -1,
  "orbital_gap_ev": 6.503
}

---

(6)
{
  "formula": "C4H13N2OS",
  "method": "the ωB97M-V functional and the def2-TZVPD basis",
  "species": ["S", "O", "N", "N", "C", "C", "C", "C", "H", "H", "H", "H", "H", "H", "H", "H", "H", "H", "H", "H", "H"],
  "positions_angstrom": [[-0.49, -2.60, -2.19], [4.42, 3.59, 0.78], [-3.27, -0.14, 0.35], [0.43, -0.18, 0.26], [1.63, -0.23, -0.53], [-0.87, -0.50, -0.31], [-1.85, -0.05, 0.82], [-0.96, -2.02, -0.52], [-1.56, 0.96, 1.11], [2.50, -0.50, 0.12], [-3.48, -1.11, 0.18], [-1.81, -0.54, 1.81], [-0.99, 0.14, -1.20], [0.46, -0.18, 1.26], [1.40, -0.78, -1.45], [3.52, 3.28, 0.62], [-1.99, -2.39, -0.36], [-3.33, 0.43, -0.49], [-0.20, -2.44, 0.13], [4.57, 4.50, 0.55], [1.87, 0.77, -0.94]],
  "mulliken_spin": [0.959, 0.000, 0.003, 0.022, 0.001, -0.002, 0.000, -0.052, -0.002, -0.003, 0.000, 0.000, 0.001, 0.000, 0.007, 0.000, 0.048, 0.000, 0.015, 0.000, 0.005],
  "energy_ha": -743.04709,
  "homo_ev": [-8.39, -8.38],
  "relative_energy_ev": 0.525,
  "lumo_energy_ev": [0.71, -1.90],
  "multiplicity": 2,
  "total_charge": 0,
  "orbital_gap_ev": [9.101, 6.475]
}

---

What did the fourth record say?
{
  "formula": "C4H13N2OS",
  "method": "the ωB97M-V functional and the def2-TZVPD basis",
  "species": ["S", "O", "N", "N", "C", "C", "C", "C", "H", "H", "H", "H", "H", "H", "H", "H", "H", "H", "H", "H", "H"],
  "positions_angstrom": [[-0.70, -1.19, -0.10], [1.06, 0.62, -1.89], [1.15, -1.58, 3.60], [-1.05, 1.81, -1.95], [-0.70, 2.77, -0.88], [0.12, -0.70, 1.46], [0.09, 1.29, -2.64], [0.51, -1.95, 2.29], [-0.11, 2.20, -0.19], [-1.69, 1.07, -1.59], [1.04, -0.12, 1.23], [2.09, -1.31, 3.39], [-0.18, 3.60, -1.33], [-0.56, -0.06, 2.03], [-0.38, -2.57, 2.52], [0.60, -0.04, -1.27], [-0.33, 0.73, -3.47], [-1.58, 3.22, -0.38], [1.17, -2.30, 4.33], [0.61, 2.19, -3.07], [1.17, -2.60, 1.63]],
  "nbo_charge": [-0.674, -0.812, -0.866, -0.674, -0.420, -0.523, 0.103, -0.226, 0.197, 0.387, 0.177, 0.340, 0.173, 0.188, 0.182, 0.490, 0.139, 0.179, 0.344, 0.129, 0.166],
  "energy_ha": -743.15961,
  "homo_ev": -3.07,
  "relative_energy_ev": 0.530,
  "lumo_energy_ev": 3.94,
  "total_charge": -1,
  "orbital_gap_ev": 7.015
}